# 1
{"formula": "C36H39N11V", "method": "ωB97M-V/def2-TZVPD", "symbols": ["V", "C", "C", "C", "C", "C", "C", "N", "C", "C", "C", "C", "C", "N", "C", "C", "C", "C", "C", "C", "N", "H", "H", "H", "H", "H", "H", "H", "H", "H", "H", "H", "H", "H", "H", "H", "N", "C", "N", "C", "N", "N", "C", "C", "C", "C", "C", "C", "N", "C", "C", "C", "C", "C", "C", "H", "H", "H", "H", "H", "H", "H", "H", "H", "H", "H", "C", "N", "C", "C", "N", "N", "C", "C", "H", "H", "H", "H", "H", "H", "H", "H", "H", "H", "H", "H", "H"], "positions_angstrom": [[-0.4166, -0.6542, 0.4434], [-0.2990, -1.8883, 3.7674], [-0.7230, -2.8837, 2.7319], [-1.2669, -4.0912, 3.1654], [-1.6746, -5.0320, 2.2469], [-1.4860, -4.7715, 0.8965], [-0.9207, -3.5684, 0.5184], [-0.5785, -2.6177, 1.4203], [-0.6095, -3.2686, -0.9047], [-0.8169, -4.2109, -1.8998], [-0.4274, -3.9242, -3.1968], [0.1728, -2.7072, -3.4589], [0.3362, -1.7876, -2.4320], [-0.0774, -2.0520, -1.1713], [1.0174, -0.4999, -2.7463], [0.6213, 0.2262, -3.8620], [1.2772, 1.4172, -4.1333], [2.3044, 1.8153, -3.2973], [2.6490, 1.0206, -2.2058], [3.7660, 1.4199, -1.2866], [2.0005, -0.1183, -1.9274], [0.1222, -2.4135, 4.6237], [0.4437, -1.1927, 3.3977], [-1.1583, -1.3239, 4.1372], [-1.3606, -4.2726, 4.2276], [-2.1140, -5.9672, 2.5686], [-1.7717, -5.5145, 0.1695], [-1.2507, -5.1719, -1.6771], [-0.5658, -4.6533, -3.9844], [0.5470, -2.4719, -4.4444], [-0.1885, -0.1204, -4.4904], [1.0018, 2.0159, -4.9927], [2.8579, 2.7241, -3.4943], [4.2831, 2.3056, -1.6480], [3.3852, 1.6397, -0.2845], [4.4931, 0.6116, -1.2038], [3.7964, -0.9643, 1.2282], [2.5712, -1.2064, 0.8232], [1.5284, -0.4834, 1.1821], [1.7078, 0.5988, 2.0451], [0.6753, 1.2492, 2.4927], [-0.4777, 0.6848, 2.0157], [-1.6065, 1.0616, 2.4802], [-2.7633, 0.3497, 1.9471], [-4.0453, 0.5520, 2.4243], [-5.0772, -0.2381, 1.9302], [-4.7837, -1.2075, 0.9856], [-3.4748, -1.3452, 0.5512], [-2.4792, -0.5792, 1.0006], [3.0541, 0.9576, 2.4475], [3.3304, 2.0704, 3.2499], [4.6311, 2.3433, 3.6125], [5.6724, 1.5113, 3.1927], [5.4213, 0.4041, 2.4050], [4.1097, 0.1398, 2.0371], [4.5412, -1.5742, 0.9196], [2.4154, -2.0497, 0.1658], [-1.6869, 1.8295, 3.2429], [-4.2264, 1.3017, 3.1833], [-6.0895, -0.1053, 2.2892], [-5.5511, -1.8541, 0.5834], [-3.2142, -2.0928, -0.1881], [2.5155, 2.7007, 3.5782], [4.8501, 3.2015, 4.2323], [6.6885, 1.7336, 3.4888], [6.2283, -0.2433, 2.0838], [-2.7430, 0.3612, -2.3565], [-2.3811, 1.6918, -1.9069], [-3.4530, 2.6826, -2.0072], [-1.1850, 1.9698, -1.3504], [-0.4736, 1.0373, -0.7175], [-0.7071, 3.2254, -1.4657], [0.3152, 3.7281, -0.5574], [-0.8980, 4.0315, -2.6732], [-3.1205, 0.4171, -3.3792], [-3.5333, -0.0642, -1.7368], [-1.8731, -0.2903, -2.3451], [-4.3720, 2.2331, -1.6283], [-3.6259, 2.9951, -3.0374], [-3.2205, 3.5523, -1.4002], [0.5012, 1.3273, -0.7143], [0.2124, 3.2756, 0.4273], [0.1866, 4.8041, -0.4511], [1.3237, 3.5441, -0.9440], [-1.3545, 3.4370, -3.4589], [0.0801, 4.3660, -3.0218], [-1.5128, 4.9104, -2.4780]], "forces_ev_per_angstrom": [[0.1, -0.1, 0.0], [0.0, 0.0, 0.0], [0.0, 0.0, 0.0], [0.0, 0.0, 0.0], [0.0, 0.0, 0.0], [0.0, 0.0, 0.0], [0.0, -0.1, 0.0], [-0.1, 0.1, -0.1], [-0.1, -0.1, 0.0], [0.1, 0.0, 0.0], [0.0, 0.0, 0.0], [0.0, 0.0, 0.1], [0.0, 0.0, -0.1], [-0.1, 0.0, 0.0], [-0.1, 0.1, 0.1], [0.0, 0.0, 0.0], [0.0, 0.0, 0.0], [0.0, 0.0, 0.0], [0.0, 0.0, 0.0], [0.0, 0.0, 0.0], [0.0, 0.0, 0.0], [0.0, 0.0, 0.0], [0.0, 0.0, 0.0], [0.0, 0.0, 0.0], [0.0, 0.0, 0.0], [0.0, 0.0, 0.0], [0.0, 0.0, 0.0], [0.0, 0.0, 0.0], [0.0, 0.0, 0.0], [0.0, 0.0, 0.0], [0.0, 0.0, 0.0], [0.0, 0.0, 0.0], [0.0, 0.0, 0.0], [0.0, 0.0, 0.0], [0.0, 0.0, 0.0], [0.0, 0.0, 0.0], [0.0, 0.0, 0.0], [0.0, -0.1, 0.0], [-0.1, 0.1, 0.0], [0.1, 0.1, 0.0], [0.0, 0.0, 0.0], [-0.1, 0.1, 0.1], [0.1, 0.0, -0.1], [-0.1, 0.0, 0.0], [0.0, 0.0, 0.0], [0.0, 0.0, 0.0], [0.0, 0.0, 0.0], [0.0, 0.0, 0.0], [0.0, 0.1, 0.1], [0.0, 0.0, 0.0], [0.0, 0.0, 0.0], [0.0, 0.0, 0.0], [0.0, 0.0, 0.0], [0.0, 0.0, 0.0], [0.0, 0.0, 0.0], [0.0, 0.0, 0.0], [0.0, 0.0, 0.0], [0.0, 0.0, 0.0], [0.0, 0.0, 0.0], [0.0, 0.0, 0.0], [0.0, 0.0, 0.0], [0.0, 0.0, 0.0], [0.0, 0.0, 0.0], [0.0, 0.0, 0.0], [0.0, 0.0, 0.0], [0.0, 0.0, 0.0], [0.0, 0.0, 0.0], [0.0, 0.0, 0.1], [0.0, 0.0, 0.0], [0.0, 0.0, 0.0], [0.0, -0.2, 0.0], [0.0, 0.1, 0.0], [0.0, 0.0, 0.0], [-0.1, 0.0, 0.0], [0.0, 0.0, 0.0], [0.0, 0.0, 0.0], [0.0, 0.0, 0.0], [0.0, 0.0, 0.0], [0.0, 0.0, 0.0], [0.0, 0.0, 0.0], [0.0, 0.0, 0.0], [0.0, 0.0, 0.0], [0.0, 0.0, 0.0], [0.0, 0.0, 0.0], [0.0, 0.0, 0.0], [0.0, 0.0, 0.0], [0.0, 0.0, 0.0]], "s_squared": 2.0122, "spin_multiplicity": 3, "charge": 3, "e_lumo_ev": [-8.833, -8.965], "homo_energy_ev": [-16.2, -16.2], "relative_energy_kcal_mol": 2.8, "largest_force_ev_per_a": 0.20}


# 2
{"formula": "C12H17N", "method": "ωB97M-V/def2-TZVPD", "symbols": ["C", "C", "C", "N", "C", "C", "C", "C", "C", "C", "H", "H", "H", "H", "H", "H", "H", "H", "H", "C", "C", "C", "H", "H", "H", "H", "H", "H", "H", "H"], "positions_angstrom": [[-1.3666, 1.2844, 2.2998], [-1.6864, 0.1521, 1.3756], [-2.7970, -0.2887, 0.7766], [-2.5843, -1.5938, 0.1926], [-1.2481, -2.0167, 0.4853], [-0.4515, -2.9892, -0.0349], [0.8231, -3.0928, 0.4466], [1.4706, -2.1112, 1.1927], [0.7036, -0.9442, 1.4775], [-0.6259, -0.8820, 1.0869], [-0.3612, 1.6597, 2.2924], [-1.5400, 1.2222, 3.2931], [-2.1234, 2.0931, 2.2412], [-3.8350, 0.1458, 0.9371], [-3.1748, -2.1849, -0.3844], [-0.9335, -3.7551, -0.5389], [1.5292, -3.7639, -0.0653], [2.4297, -2.3394, 1.6057], [1.2224, -0.1158, 2.0522], [1.4081, 3.1063, -1.6232], [0.8524, 1.6878, -1.8168], [1.7046, 0.4964, -2.2106], [2.2624, 3.5310, -2.0254], [0.5126, 3.7250, -1.9078], [1.5223, 3.1295, -0.5373], [0.2306, 1.8732, -2.7174], [0.3616, 1.5811, -0.8921], [1.4511, -0.4124, -1.6431], [2.7391, 0.7890, -2.2269], [1.5040, 0.0133, -3.1314]], "forces_ev_per_angstrom": [[-1.5, 1.6, -2.4], [2.8, -1.3, 0.2], [-2.0, -1.1, 0.0], [1.3, -0.1, 1.0], [-1.3, 4.3, -0.8], [-0.6, -0.4, 1.3], [2.4, -0.1, -1.5], [-2.5, 1.1, 0.3], [2.0, -0.1, 1.0], [-1.3, 0.3, 1.2], [0.4, 0.3, -0.8], [-0.4, -2.0, 3.6], [0.6, 0.2, -1.2], [1.5, -0.8, -0.7], [-0.2, 0.8, 0.4], [-0.4, -1.5, -1.4], [-0.7, -0.5, 0.6], [0.6, 0.4, -0.1], [-0.9, -0.9, -0.8], [-2.5, -0.2, 1.9], [0.3, 0.7, -3.4], [0.1, -0.7, 1.2], [1.8, 0.2, -1.4], [1.1, 0.0, 0.6], [0.2, 0.9, 0.0], [-0.7, -0.7, 1.0], [-1.4, -0.9, 0.6], [0.8, 0.5, 1.0], [0.7, -0.5, 0.4], [-0.4, 0.6, -1.8]], "smiles": "Cc1c[nH]c2ccccc12.CCC", "e_lumo_ev": 0.915, "homo_energy_ev": -8.0, "relative_energy_kcal_mol": 66.7, "largest_force_ev_per_a": 4.53}


# 3
{"formula": "C7H8I2O", "method": "ωB97M-V/def2-TZVPD", "symbols": ["C", "C", "C", "C", "C", "C", "C", "O", "I", "I", "H", "H", "H", "H", "H", "H", "H", "H"], "positions_angstrom": [[-1.2581, 1.1410, 1.1887], [-1.8491, 0.3499, 0.3063], [-1.0287, -0.5183, -0.7621], [0.2202, 1.3245, 1.2204], [0.9551, 0.1053, 0.6754], [0.4641, -0.3382, -0.6913], [1.1946, -1.5703, -1.1997], [-1.6037, -1.2172, -1.5440], [-3.9177, 0.0355, 0.1674], [0.7273, 1.3044, -2.1450], [-1.8442, 1.7124, 1.8953], [0.4663, 2.2105, 0.6217], [0.5434, 1.5334, 2.2411], [2.0280, 0.3122, 0.6356], [0.7935, -0.7398, 1.3535], [2.2287, -1.3398, -1.4450], [0.6998, -1.9594, -2.0867], [1.1804, -2.3461, -0.4314]], "forces_ev_per_angstrom": [[-0.2, 0.1, 0.0], [0.6, -1.5, -1.5], [-1.5, 1.5, 1.7], [0.2, -0.1, 0.0], [0.0, 0.4, 0.0], [0.4, 0.0, -0.4], [-0.1, 0.1, -0.2], [0.2, -0.3, -0.1], [0.3, 0.2, 0.1], [0.1, -0.2, 0.2], [-0.1, 0.0, 0.0], [0.1, 0.0, 0.1], [0.0, 0.0, 0.0], [-0.1, -0.2, 0.0], [0.0, 0.0, 0.0], [0.1, 0.0, 0.1], [0.0, 0.0, 0.0], [0.0, 0.0, 0.1]], "e_lumo_ev": -0.258, "homo_energy_ev": -9.1, "relative_energy_kcal_mol": 0.0, "largest_force_ev_per_a": 2.74}


# 4
{"formula": "C4H11NS", "method": "ωB97M-V/def2-TZVPD", "symbols": ["C", "C", "N", "C", "C", "S", "H", "H", "H", "H", "H", "H", "H", "H", "H", "H", "H"], "positions_angstrom": [[-0.3851, -1.2978, -0.9786], [-1.0447, 0.0734, -0.5213], [-0.9264, 1.0558, -1.5799], [-0.4665, 0.5225, 0.8512], [0.9478, -0.1121, 1.1802], [1.8298, 0.8754, 2.4704], [0.6525, -1.2154, -1.2708], [-0.7315, -2.0635, -0.2943], [-0.8166, -1.5428, -1.9539], [-2.1319, -0.1259, -0.5123], [-0.4035, 0.7497, -2.3972], [-0.3727, 1.8861, -1.3700], [-1.1167, 0.2104, 1.6781], [-0.2844, 1.5965, 0.9413], [1.4885, 0.1740, 0.2945], [0.8201, -1.1355, 1.5203], [2.9412, 0.3491, 1.9423]], "forces_ev_per_angstrom": [[-1.8, 1.4, -0.9], [0.7, -1.3, -0.4], [1.2, 1.4, -1.0], [0.6, -0.8, 0.9], [-1.9, 2.0, 0.0], [-0.1, -0.7, -0.5], [0.5, -0.2, 0.9], [0.8, -0.4, 0.2], [-0.5, -0.1, 0.1], [0.4, -0.1, 0.8], [-0.4, -0.7, 0.1], [-0.4, -0.1, 0.7], [-0.2, 0.3, -0.3], [-0.5, 0.1, -0.3], [0.7, -1.1, -0.3], [0.5, -0.1, -0.6], [0.4, 0.3, 0.6]], "smiles": "C[C@H](N)CCS", "e_lumo_ev": 0.879, "homo_energy_ev": -9.1, "relative_energy_kcal_mol": 23.8, "largest_force_ev_per_a": 2.75}